1.
C29H23CoN6O4S2 | the ωB97M-V functional and the def2-TZVPD basis

For the gap between HOMO and LUMO (alpha / beta), the calculation gives 5.2 / 5.3 eV. As for the multiplicity: 2. The max |F| comes out at 3.18 eV Å⁻¹. The calculation puts the electronic energy at -3927.659125 Eh. The total charge is -1. The calculation puts the relative energy (zero: lowest compared OMol25 entry of this formula, charge and spin) at 27.7 kcal/mol. For the LUMO energy (alpha / beta), the calculation gives 1.87 / 1.91 eV.

Last column: Mulliken spin population.
Atoms and positions in Å:
Co  0.3659  -1.0800  -0.5797  0.964
O  -1.1369  2.9794  -1.8195  0.000
C  -2.4476  2.6703  -1.7865  -0.001
C  -3.4005  3.6692  -1.9564  0.000
C  -4.7519  3.3684  -1.9176  0.000
C  -5.1688  2.0598  -1.7163  0.000
C  -4.2369  1.0625  -1.5347  0.001
C  -2.8687  1.3452  -1.5600  0.000
C  -1.9057  0.2883  -1.3221  0.007
O  -0.6169  0.4852  -1.4038  0.012
N  -2.3635  -0.9014  -0.9936  0.010
N  -1.3585  -1.7166  -0.7040  -0.025
C  -1.5879  -3.0100  -0.4790  -0.028
C  -0.4328  -3.7641  -0.3077  0.004
C  -0.3801  -5.1671  -0.1401  -0.003
C  0.8311  -5.7956  -0.1200  -0.002
C  1.9994  -5.0223  -0.2438  -0.007
C  1.8897  -3.6547  -0.3694  -0.003
N  0.7263  -3.0152  -0.4026  -0.016
H  -0.6502  2.1176  -1.6851  -0.002
H  -3.0589  4.6807  -2.1175  0.000
H  -5.4767  4.1617  -2.0458  0.000
H  -6.2246  1.8254  -1.7025  0.000
H  -4.5357  0.0413  -1.3629  0.000
H  -2.5945  -3.4035  -0.5099  -0.002
H  -1.3104  -5.7123  -0.0635  0.000
H  0.9041  -6.8713  -0.0205  0.000
H  2.9736  -5.4825  -0.2257  0.000
H  2.7840  -3.0550  -0.4536  -0.001
O  3.8502  -1.1912  1.1601  -0.002
C  3.2538  -0.8239  0.1518  -0.003
O  1.9915  -0.6448  0.0835  -0.022
C  4.0357  -0.4543  -1.0839  0.006
C  5.3665  -0.0985  -0.8918  0.001
C  6.1408  0.3861  -1.9245  0.001
C  5.5653  0.5231  -3.1821  0.001
C  4.2613  0.1377  -3.4018  0.002
C  3.4647  -0.3790  -2.3675  -0.009
S  1.8744  -0.9470  -2.7876  0.084
H  5.7724  -0.2214  0.1035  0.000
H  7.1743  0.6579  -1.7550  0.000
H  6.1496  0.9261  -3.9973  0.000
H  3.8221  0.2240  -4.3848  -0.001
C  -2.5687  -1.6982  4.0670  -0.003
N  -2.2836  -0.3939  3.5491  0.004
C  -2.9488  0.7731  3.8185  -0.001
C  -2.3113  1.7713  3.1764  0.001
N  -1.2428  1.2221  2.4916  0.006
C  -1.2303  -0.1372  2.7112  0.002
S  -0.1490  -1.2895  2.2333  0.019
C  -0.2793  1.9923  1.8332  -0.002
C  -0.0062  3.2744  2.3185  0.001
C  0.9204  4.0408  1.6408  0.000
C  1.5371  3.5121  0.5163  0.000
C  1.2110  2.2197  0.1373  0.000
N  0.3316  1.4747  0.7828  0.005
H  -2.9615  -1.6172  5.0794  -0.001
H  -1.6343  -2.2615  4.0595  0.002
H  -3.2843  -2.2235  3.4318  0.001
H  -3.8073  0.8091  4.4569  0.000
H  -2.5644  2.8072  3.0916  0.000
H  -0.4938  3.6405  3.2098  0.000
H  1.1639  5.0345  1.9913  0.000
H  2.2476  4.0940  -0.0493  0.000
H  1.6650  1.7549  -0.7247  0.000

Forces on the atoms, in the same order (eV/Å):
-0.1 -1.1 -1.0
-0.4 0.0 0.0
0.5 -0.4 0.1
-0.2 0.2 0.0
0.4 0.1 0.0
-0.4 0.0 0.0
0.2 0.1 0.0
-0.5 0.6 -0.3
2.6 -0.6 0.1
-1.9 1.0 0.0
-1.4 -0.4 0.4
-0.4 -2.2 -0.5
-1.2 2.9 -0.5
2.7 -0.9 0.1
-0.7 1.0 -0.2
1.2 0.2 0.0
-0.7 -0.6 0.1
0.3 0.2 -0.1
-0.9 -1.1 0.6
0.0 0.1 -0.1
0.1 0.1 0.0
0.0 0.0 0.0
0.0 0.0 0.0
0.0 -0.1 0.0
0.0 0.0 0.1
0.0 0.0 0.0
-0.1 0.0 0.0
0.1 0.0 0.0
-0.1 0.1 0.0
0.1 -0.2 0.3
0.0 0.2 -0.5
1.3 0.7 1.1
0.0 0.1 0.1
0.0 -0.1 0.1
0.2 0.1 0.0
0.1 0.0 -0.1
0.2 0.1 0.0
-0.3 -0.2 0.2
-0.6 -0.2 -0.4
0.0 0.0 0.0
0.1 0.0 0.0
0.1 0.0 -0.1
0.0 0.0 -0.1
-0.1 -0.4 0.1
0.3 0.5 -0.4
0.0 0.6 0.1
-0.5 -0.1 0.3
-0.7 -0.8 0.4
0.3 -0.4 0.1
0.3 -0.1 -0.2
1.0 0.8 -0.6
-0.1 -0.2 0.1
0.1 -0.1 -0.2
-0.1 0.1 0.2
0.3 0.2 0.0
-0.7 0.1 0.9
0.0 0.0 0.0
-0.1 0.0 0.1
0.0 0.0 0.0
-0.2 0.0 0.0
0.0 0.1 0.0
0.0 0.0 0.1
0.0 0.0 0.0
0.1 0.0 -0.1
0.1 -0.1 -0.2

---

2.
C29H24Br2N7O2Y | the ωB97M-V functional and the def2-TZVPD basis

For the gap between HOMO and LUMO, the calculation gives 5.6 eV. The max |F| comes out at 0.63 eV Å⁻¹. The calculation puts the electronic energy at -6839.237043 Eh. The total charge is +2. The calculation puts the relative energy (zero: lowest compared OMol25 entry of this formula, charge and spin) at 0.0 kcal/mol. For the LUMO energy, the calculation gives -6.23 eV.

Last column: Löwdin charge in e.
Atoms and positions in Å:
Y  -2.3864  -0.3260  0.1851  1.603
C  7.3830  3.7818  -2.1586  -0.060
O  6.3089  3.5252  -1.2621  -0.071
C  6.0831  2.2467  -0.9017  -0.279
C  5.0413  2.0609  0.0132  0.009
C  4.7082  0.7960  0.4459  -0.037
C  5.4222  -0.2976  -0.0296  -0.283
C  6.4962  -0.1129  -0.8877  -0.010
C  6.8192  1.1533  -1.3553  0.002
N  5.2159  -1.6534  0.4101  0.095
N  4.0970  -2.1622  0.5003  0.074
C  2.8885  -1.4858  0.0528  -0.215
C  2.6982  -1.0183  -1.2142  0.009
C  1.4250  -0.5669  -1.6276  0.032
C  0.3473  -0.6080  -0.7864  -0.335
O  -0.8847  -0.1719  -1.1669  -0.278
C  0.5208  -1.0978  0.5454  -0.161
N  -0.5601  -1.1225  1.4053  -0.030
C  -0.3847  -1.5731  2.6369  -0.106
C  0.8372  -2.0529  3.1163  -0.018
C  1.9186  -2.0455  2.2745  0.049
C  1.7900  -1.5474  0.9599  -0.091
H  7.3754  4.8529  -2.3335  0.097
H  7.2384  3.2568  -3.1051  0.097
H  8.3372  3.4929  -1.7137  0.101
H  4.5251  2.9361  0.3832  0.121
H  3.9132  0.6729  1.1709  0.113
H  7.0814  -0.9712  -1.1894  0.122
H  7.6516  1.2713  -2.0326  0.110
H  3.5203  -0.9783  -1.9154  0.132
H  1.2856  -0.1916  -2.6325  0.131
H  -1.2550  -1.5695  3.2851  0.120
H  0.9059  -2.4241  4.1277  0.121
H  2.8823  -2.4221  2.5915  0.129
Br  -1.9130  6.3749  2.1879  0.893
C  -2.0316  4.5974  1.6516  -0.657
C  -0.8842  3.8713  1.3629  -0.059
C  -1.0347  2.5574  0.9680  -0.082
N  -2.2315  1.9648  0.8667  -0.016
C  -3.3445  2.6721  1.1298  -0.189
C  -3.2805  3.9945  1.5297  -0.029
C  -4.6462  1.9530  0.9481  -0.189
C  -5.8564  2.5576  1.2355  -0.030
C  -7.0350  1.8476  1.0276  -0.659
Br  -8.6741  2.6418  1.4009  0.896
C  -6.9741  0.5494  0.5398  -0.066
C  -5.7281  0.0151  0.2843  -0.103
N  -4.5847  0.6884  0.4819  -0.027
H  0.0995  4.3109  1.4327  0.122
H  -0.1711  1.9521  0.7169  0.121
H  -4.1662  4.5724  1.7393  0.110
H  -5.9098  3.5653  1.6152  0.110
H  -7.8655  -0.0329  0.3600  0.121
H  -5.6309  -0.9941  -0.0971  0.104
C  -3.0055  -4.7028  -3.0139  0.015
N  -3.3476  -4.5841  -1.5834  -0.165
C  -3.8544  -5.7756  -0.8822  0.011
C  -3.2878  -3.4398  -1.0021  -0.222
N  -3.2261  -2.3973  -0.4825  0.079
H  -2.3077  -5.5297  -3.1289  0.104
H  -2.5350  -3.7832  -3.3503  0.101
H  -3.9103  -4.8937  -3.5887  0.105
H  -3.1444  -6.5859  -1.0346  0.103
H  -4.8268  -6.0508  -1.2872  0.104
H  -3.9383  -5.5640  0.1800  0.101

Forces on the atoms, in the same order (eV/Å):
-0.4 -0.1 0.1
0.0 0.0 0.0
0.0 0.0 0.0
0.0 0.1 0.0
0.0 -0.1 0.0
-0.1 0.2 0.0
0.2 -0.5 0.0
0.0 0.1 0.0
-0.1 0.0 0.1
0.1 0.2 -0.1
-0.4 0.3 -0.1
0.3 -0.4 0.4
-0.2 0.1 -0.1
0.2 -0.2 0.0
-0.2 0.2 0.0
0.5 -0.1 0.0
0.2 0.0 -0.1
0.3 0.1 -0.2
0.0 -0.1 0.1
-0.1 0.0 -0.1
0.1 0.0 -0.1
0.1 0.0 -0.1
0.0 0.0 0.0
0.0 0.0 0.0
0.0 0.0 0.0
0.0 0.0 0.0
0.0 0.0 0.0
0.0 0.0 0.0
0.0 0.0 0.0
0.0 0.0 0.0
0.0 0.0 0.0
0.0 0.0 0.0
0.0 0.0 0.0
0.0 0.0 0.0
0.0 0.1 0.0
0.0 -0.1 0.0
0.0 -0.1 0.0
-0.1 0.1 0.1
-0.1 -0.1 0.0
-0.1 0.0 0.0
0.1 0.0 0.0
0.0 0.1 0.1
-0.1 -0.1 0.0
0.1 0.0 0.0
-0.1 0.0 0.0
0.1 0.0 0.0
0.0 0.1 0.1
0.0 0.1 0.0
0.0 0.0 0.0
0.0 0.0 0.0
0.0 0.0 0.0
0.0 0.0 0.0
0.0 0.0 0.0
0.0 0.0 0.0
0.0 0.0 0.1
0.0 -0.1 -0.1
0.0 0.1 0.0
0.0 0.1 0.1
-0.2 -0.2 -0.1
0.0 0.0 0.0
0.0 0.0 0.0
0.0 0.0 0.0
0.0 0.0 0.0
0.0 0.0 0.0
0.0 0.0 0.0

---

3.
C29H24ClCsN10O5 | the ωB97M-V functional and the def2-TZVPD basis

For the gap between HOMO and LUMO, the calculation gives 7.9 eV. The max |F| comes out at 0.16 eV Å⁻¹. The calculation puts the electronic energy at -2523.753462 Eh. The calculation puts the relative energy (zero: lowest compared OMol25 entry of this formula, charge and spin) at 0.0 kcal/mol. For the LUMO energy, the calculation gives -0.27 eV.

Last column: Löwdin charge in e.
Atoms and positions in Å:
Cs  0.1766  -0.3240  0.4263  1.007
N  4.4470  -2.3018  2.6508  0.122
C  3.2631  -1.9558  2.1025  -0.146
N  2.6820  -0.8126  2.2430  0.049
C  3.3067  0.1677  3.0067  -0.292
N  2.8031  1.3326  3.2328  0.049
N  1.5649  1.5527  2.6448  -0.024
C  1.0369  2.6423  3.0350  -0.098
C  -0.2874  3.0908  2.5665  -0.277
C  -0.7378  4.3549  2.9290  -0.027
C  -1.9796  4.7796  2.4796  -0.060
C  -2.7306  3.9243  1.6948  -0.043
C  -2.2079  2.6708  1.3941  -0.110
N  -1.0149  2.2604  1.8122  0.043
C  4.6231  -0.1291  3.6022  -0.085
C  5.3367  0.8044  4.3571  -0.015
C  6.5621  0.4781  4.8988  -0.075
C  7.0984  -0.7942  4.6964  -0.076
C  6.4115  -1.7318  3.9550  -0.019
C  5.1748  -1.3934  3.4088  -0.183
H  4.8245  -3.2123  2.4475  0.157
H  2.8049  -2.7236  1.4812  0.100
H  1.5640  3.2822  3.7448  0.117
H  -0.1184  4.9912  3.5477  0.110
H  -2.3504  5.7623  2.7404  0.109
H  -3.7034  4.2054  1.3167  0.110
H  -2.7794  1.9759  0.7859  0.095
H  4.8986  1.7815  4.5022  0.110
H  7.1076  1.2072  5.4822  0.104
H  8.0591  -1.0510  5.1229  0.106
H  6.8202  -2.7219  3.7936  0.113
O  -4.3339  1.9190  -3.5208  0.117
C  -3.4506  1.4699  -4.3891  -0.517
O  -3.5148  1.7211  -5.5689  0.068
C  -2.3395  0.6310  -3.8488  -0.045
C  -1.2317  0.2355  -4.5745  -0.586
Cl  -0.7695  0.5534  -6.1763  0.808
N  -0.4404  -0.4958  -3.7612  -0.092
N  -0.9787  -0.6144  -2.5315  0.102
C  -2.1195  0.0512  -2.5692  -0.133
C  -2.9391  0.0951  -1.2919  -0.616
O  -3.8020  0.9941  -1.2032  0.009
O  -2.6496  -0.7520  -0.4166  -0.162
C  0.8361  -1.0849  -4.0050  -0.219
C  0.9653  -2.1112  -4.9245  -0.024
C  2.2033  -2.7139  -5.0935  -0.072
C  3.2909  -2.2988  -4.3366  -0.078
C  3.1477  -1.2655  -3.4205  -0.064
C  1.9183  -0.6465  -3.2605  -0.015
H  -4.1337  1.6078  -2.5772  0.052
H  0.1031  -2.4316  -5.4943  0.117
H  2.3161  -3.5147  -5.8123  0.106
H  4.2517  -2.7796  -4.4634  0.105
H  3.9950  -0.9351  -2.8345  0.109
H  1.7892  0.1740  -2.5667  0.106
C  -1.4283  -5.9799  -2.2336  -0.035
N  -0.4426  -5.1038  -1.6488  -0.102
C  0.8955  -5.4988  -1.2740  -0.045
C  1.3448  -4.2822  -0.4606  -0.489
O  2.4595  -4.1774  0.0268  0.007
N  0.3217  -3.3891  -0.3700  0.102
C  -0.7094  -3.9233  -1.0378  -0.417
N  -1.9080  -3.3646  -1.0913  0.230
H  -0.9147  -6.7817  -2.7591  0.092
H  -2.0330  -5.4453  -2.9682  0.088
H  -2.0883  -6.4254  -1.4828  0.096
H  1.5476  -5.6480  -2.1362  0.133
H  0.9129  -6.3972  -0.6518  0.136
H  -2.0547  -2.3906  -0.7884  0.053
H  -2.6468  -3.8032  -1.6098  0.106

Forces on the atoms, in the same order (eV/Å):
0.0 0.0 0.1
0.0 0.0 0.0
0.0 0.0 -0.1
0.0 0.0 0.0
0.0 0.0 0.0
0.0 0.0 0.0
0.0 0.0 0.0
0.0 0.0 0.0
0.0 0.0 0.0
0.0 0.0 0.0
0.0 0.0 0.0
0.0 0.0 0.0
0.0 0.0 0.0
-0.1 0.0 -0.1
0.0 0.0 0.0
0.0 0.0 0.0
0.0 0.0 0.0
0.0 0.0 0.0
0.0 0.0 0.0
0.0 0.0 0.0
0.0 0.0 0.0
0.0 0.0 0.0
0.0 0.0 0.0
0.0 0.0 0.0
0.0 0.0 0.0
0.0 0.0 0.0
0.0 0.0 0.0
0.0 0.0 0.0
0.0 0.0 0.0
0.0 0.0 0.0
0.0 0.0 0.0
0.0 0.0 0.0
-0.1 0.0 0.0
0.0 0.0 0.0
0.0 -0.1 0.0
-0.1 0.0 0.0
0.0 0.0 0.0
0.0 -0.1 0.1
0.1 0.0 -0.1
0.0 0.0 0.0
0.0 0.0 0.0
0.0 0.0 0.0
0.0 0.0 0.0
-0.1 0.0 0.0
0.0 0.0 0.0
0.0 0.0 0.0
0.0 0.0 0.0
0.0 0.0 0.0
0.0 0.0 0.0
0.0 0.0 0.0
0.0 0.0 0.0
0.0 0.0 0.0
0.0 0.0 0.0
0.0 0.0 0.0
0.0 0.0 0.0
0.0 0.0 0.0
0.0 0.0 0.0
0.0 0.0 0.0
0.0 0.0 0.0
0.0 0.0 0.0
-0.1 -0.1 -0.1
0.1 0.0 0.0
0.0 0.0 0.1
0.0 0.0 0.0
0.0 0.0 0.0
0.0 0.0 0.0
0.0 0.0 0.0
0.0 0.0 0.0
-0.1 0.0 0.0
0.0 0.0 0.0